#a
Below is C4H5ClS2 in the gas phase, with properties calculated with ωB97M-V with the def2-TZVPD basis set.

```
12
Properties=species:S:1:pos:R:3
S -2.20 -1.32 0.14
C -0.74 -0.75 0.04
C 0.02 0.39 0.80
S -0.92 1.82 1.33
C 0.93 0.54 -0.42
C 0.47 -0.86 -0.87
Cl 0.12 -1.21 -2.58
H 0.58 -0.05 1.67
H -1.96 1.14 1.87
H 2.02 0.69 -0.36
H 0.50 1.24 -1.13
H 1.19 -1.63 -0.49
```

## Properties
Gap between HOMO and LUMO ... 0.310 hartree
2S+1 ... 1
Total charge ... 0
SMILES ... S=C1[C@H](S)C[C@@H]1Cl
HOMO energy ... -9.04 eV


#b
Below is C4H5ClS2 in the gas phase, with properties calculated with ωB97M-V with the def2-TZVPD basis set.

```
12
Properties=species:S:1:pos:R:3
C -2.64 -0.18 0.19
S -1.05 -0.99 -0.23
C 0.19 0.19 -0.07
S -0.04 1.80 -0.14
C 1.52 -0.46 -0.08
C 2.60 0.25 -0.11
Cl 4.25 -0.20 -0.01
H -3.43 -1.00 0.10
H -2.84 0.57 -0.59
H -2.62 0.21 1.21
H 1.59 -1.50 -0.14
H 2.47 1.32 -0.13
```

## Properties
Gap between HOMO and LUMO ... 0.298 hartree
2S+1 ... 1
Total charge ... 0
SMILES ... CSC(=S)/C=C/Cl
HOMO energy ... -8.80 eV


Which structure is most stable? #b, by 19.0 kJ/mol over the runner-up.